Entry from OMol25: C2H6N4S as an isolated structure (wB97M-V/def2-TZVPD).

XYZ file:
```
13
Properties=species:S:1:pos:R:3:forces:R:3:nbo_charge:R:1
C 0.5824 1.9012 -1.2043 0.2 0.2 2.1 0.252
C -0.9305 -0.0836 -0.2739 3.1 -3.6 3.1 0.251
H 1.7966 0.9586 0.8275 -1.1 -1.8 -1.8 0.329
H 2.3081 0.6303 -0.7348 -2.0 -1.9 2.1 0.355
H 1.6086 2.4759 -0.7171 -3.1 -1.6 -1.3 0.165
H -0.9827 1.7682 -2.5777 3.3 2.8 2.5 0.340
H -1.7513 0.2355 -0.7751 -2.0 1.5 -1.8 0.186
H 0.8527 -1.6136 1.4816 3.1 1.1 -0.8 0.080
N 1.5346 0.2611 -0.0058 4.7 1.1 1.2 -0.622
N 0.3481 0.5939 -0.5913 -1.6 1.3 -0.4 -0.347
N -0.1028 2.5156 -2.0352 -3.3 -2.2 -3.3 -0.609
N -1.2489 -1.1634 0.4822 1.6 4.4 -2.5 -0.616
S -0.3413 -1.9257 1.6510 -3.0 -1.5 0.9 0.236
```
Forces are in eV/Å.

- relative energy (zero: lowest compared OMol25 entry of this formula, charge and spin) (kcal/mol) = 123.5
- HOMO level (eV) = -8.27
- net charge = 0
- max |F| (eV/Å) = 5.7
- LUMO (eV) = 0.42
- frontier orbital gap (eV) = 8.7